This record from the Open Molecules 2025 dataset describes a 2-piece molecular cluster, Br2H2NOP overall in a non-equilibrium geometry. The level of theory is the ωB97M-V functional and the def2-TZVPD basis.

Structure (XYZ):
```
7
Properties=species:S:1:pos:R:3:nbo_charge:R:1
N 0.1372 0.1849 0.4609 -1.154
O 2.4138 -0.0922 1.4912 -1.010
P 1.3031 -0.8595 1.0953 1.849
Br 0.3588 -1.9282 2.7949 -0.111
Br 1.9819 -3.0567 -1.0846 -0.437
H -0.5327 -0.4049 0.0148 0.410
H 0.4272 1.1142 0.0456 0.452
```

For the orbital gap (spin up / spin down), the calculation gives 0.2470 / 0.2444 Ha. The largest force on an atom is 4.26 eV/Å. The relative energy (zero: lowest compared OMol25 entry of this formula, charge and spin) is 61.41 kcal per mole. As for the highest occupied orbital energy (spin up / spin down): -0.3647 / -0.3637 Ha.